A single C17H19N3O2S molecule. Source: the Open Molecules 2025 dataset; level of theory: wB97M-V/def2-TZVPD.

Each atom is followed by the atoms it is bonded to, with distances in Å.
Cartesian coordinates (Å):
1 C -1.07 -0.66 -4.22  C2 1.527, H24 1.105, H25 1.054, H26 1.088
2 C -0.72 -1.93 -3.45  C1 1.527, C3 1.555, C4 1.550, C5 1.540
3 C 0.51 -2.69 -4.01  C2 1.555, H27 1.092, H28 1.133, H29 1.074
4 C -1.95 -2.86 -3.58  C2 1.550, H30 1.087, H31 1.099, H32 1.088
5 C -0.43 -1.60 -1.97  C2 1.540, C6 1.419, C23 1.409
6 C 0.70 -0.79 -1.71  C5 1.419, C7 1.404, H33 1.052
7 C 0.99 -0.38 -0.40  C6 1.404, C8 1.414, H34 1.051
8 C 0.22 -0.77 0.72  C7 1.414, C9 1.524, C22 1.407
9 C 0.58 -0.32 2.13  C8 1.524, N10 1.478, H35 1.077, H36 1.097
10 N -0.22 0.87 2.49  C9 1.478, N11 1.367, S19 1.720
11 N -1.36 0.77 3.24  N10 1.367, N12 1.289
12 N -2.17 1.75 3.47  N11 1.289, C13 1.416
13 C -2.05 3.03 2.90  N12 1.416, C14 1.372, C18 1.398
14 C -3.16 3.84 2.90  C13 1.372, C15 1.402, H37 1.070
15 C -3.14 5.11 2.31  C14 1.402, C16 1.371, H38 1.076
16 C -1.98 5.59 1.75  C15 1.371, C17 1.408, H39 1.076
17 C -0.83 4.78 1.76  C16 1.408, C18 1.396, H40 1.083
18 C -0.86 3.51 2.35  C13 1.398, C17 1.396, S19 1.826
19 S 0.58 2.39 2.40  N10 1.720, C18 1.826, O20 1.493, O21 1.467
20 O 1.44 2.66 3.58  S19 1.493
21 O 1.38 2.47 1.17  S19 1.467
22 C -0.89 -1.59 0.43  C8 1.407, C23 1.415, H41 1.083
23 C -1.25 -1.98 -0.88  C5 1.409, C22 1.415, H42 1.089
24 H -0.26 0.09 -4.21  C1 1.105
25 H -1.21 -0.90 -5.23  C1 1.054
26 H -1.98 -0.18 -3.85  C1 1.088
27 H 0.82 -3.47 -3.31  C3 1.092
28 H 1.37 -1.96 -4.14  C3 1.133
29 H 0.27 -3.17 -4.94  C3 1.074
30 H -2.16 -3.06 -4.63  C4 1.087
31 H -2.83 -2.36 -3.14  C4 1.099
32 H -1.76 -3.78 -3.04  C4 1.088
33 H 1.32 -0.44 -2.48  C6 1.052
34 H 1.81 0.26 -0.28  C7 1.051
35 H 0.44 -1.12 2.83  C9 1.077
36 H 1.64 -0.04 2.22  C9 1.097
37 H -4.06 3.44 3.30  C14 1.070
38 H -4.04 5.69 2.31  C15 1.076
39 H -1.94 6.56 1.28  C16 1.076
40 H 0.09 5.16 1.32  C17 1.083
41 H -1.61 -1.90 1.18  C22 1.083
42 H -2.18 -2.54 -0.97  C23 1.089

- Kohn-Sham gap: 8.626 eV
- Energy above the lowest of the compared OMol25 structures with the same formula, charge and spin: 4.852 eV
- E_HOMO: -9.063 eV
- SMILES: CC(C)(C)c1ccc(CN2N=Nc3ccccc3S2(=O)=O)cc1

What are the Mulliken partial charges on each atom? They are as follows, in elementary charge units: atom 1 (C): -1.602, atom 2 (C): 2.060, atom 3 (C): -1.584, atom 4 (C): -1.962, atom 5 (C): 0.628, atom 6 (C): -0.865, atom 7 (C): -0.852, atom 8 (C): 0.937, atom 9 (C): -1.932, atom 10 (N): 0.862, atom 11 (N): -0.477, atom 12 (N): -0.560, atom 13 (C): 0.282, atom 14 (C): -0.294, atom 15 (C): -0.458, atom 16 (C): -0.590, atom 17 (C): -0.418, atom 18 (C): 0.344, atom 19 (S): 1.033, atom 20 (O): -0.641, atom 21 (O): -0.595, atom 22 (C): -0.664, atom 23 (C): -0.338, atom 24 (H): 0.323, atom 25 (H): 0.482, atom 26 (H): 0.369, atom 27 (H): 0.356, atom 28 (H): 0.298, atom 29 (H): 0.472, atom 30 (H): 0.443, atom 31 (H): 0.403, atom 32 (H): 0.424, atom 33 (H): 0.361, atom 34 (H): 0.361, atom 35 (H): 0.513, atom 36 (H): 0.541, atom 37 (H): 0.449, atom 38 (H): 0.378, atom 39 (H): 0.399, atom 40 (H): 0.417, atom 41 (H): 0.345, atom 42 (H): 0.351

A single C6H8N2 molecule. Source: the Open Molecules 2025 dataset; level of theory: wB97M-V/def2-TZVPD.

Each atom is followed by the atoms it is bonded to, with distances in Å.
Cartesian coordinates (Å):
1 N -3.25 0.04 0.09  C2 1.138
2 C -2.12 0.14 0.00  N1 1.138, C3 1.454
3 C -0.67 0.09 -0.11  C2 1.454, C4 1.311, C8 1.433
4 C 0.01 1.21 -0.08  C3 1.311, C5 1.492, H9 1.058
5 C 1.50 1.34 -0.06  C4 1.492, C6 1.582, H10 1.079, H11 1.152
6 C 2.07 -0.10 0.25  C5 1.582, N7 1.409, H12 1.090, H13 1.106
7 N 1.37 -1.23 -0.23  C6 1.409, C8 1.543, H14 1.119
8 C -0.15 -1.24 0.01  C3 1.433, N7 1.543, H15 1.085, H16 1.117
9 H -0.57 2.07 0.10  C4 1.058
10 H 1.81 1.59 -1.07  C5 1.079
11 H 1.97 2.14 0.62  C5 1.152
12 H 2.32 -0.01 1.30  C6 1.090
13 H 2.97 -0.25 -0.38  C6 1.106
14 H 1.81 -2.21 0.09  N7 1.119
15 H -0.60 -1.85 -0.77  C8 1.085
16 H -0.37 -1.73 0.99  C8 1.117

- Kohn-Sham gap: 9.715 eV
- Energy above the lowest of the compared OMol25 structures with the same formula, charge and spin: 1.853 eV
- E_HOMO: -9.090 eV
- SMILES: N#CC1=CCCNC1

What are the Mulliken partial charges on each atom? They are as follows, in elementary charge units: atom 1 (N): -0.468, atom 2 (C): -0.049, atom 3 (C): 0.471, atom 4 (C): -0.468, atom 5 (C): -0.400, atom 6 (C): -0.752, atom 7 (N): -0.372, atom 8 (C): -0.484, atom 9 (H): 0.418, atom 10 (H): 0.228, atom 11 (H): 0.337, atom 12 (H): 0.257, atom 13 (H): 0.379, atom 14 (H): 0.275, atom 15 (H): 0.351, atom 16 (H): 0.277

| no. | E_LUMO (eV) |
| --- | --- |
| 1 | -0.4 |
| 2 | 0.6 |